Record 1
{
  "formula": "C29H32IN5S4Y",
  "method": "ωB97M-V/def2-TZVPD",
  "e_homo_ev": -10.0,
  "relative_energy_kj_mol": 42.24,
  "total_charge": 1,
  "largest_force_ev_per_a": 0.82,
  "mol_weight_g_mol": 794.7,
  "orbital_gap_ha": 0.2723,
  "elements": ["Y", "S", "C", "C", "C", "C", "C", "C", "S", "C", "C", "C", "C", "C", "C", "C", "S", "C", "C", "C", "C", "C", "C", "S", "N", "H", "H", "H", "H", "H", "H", "H", "H", "H", "H", "H", "H", "H", "H", "H", "I", "C", "C", "C", "C", "C", "N", "H", "H", "H", "H", "C", "N", "C", "C", "N", "N", "C", "C", "H", "H", "H", "H", "H", "H", "H", "H", "H", "H", "H", "H", "H"],
  "xyz": [[-1.1135, -0.4287, -0.6287], [-1.1865, -2.7159, -1.9663], [0.5459, -2.8965, -2.3156], [1.1810, -4.1266, -2.0886], [2.5117, -4.3300, -2.4249], [3.2593, -3.3062, -2.9968], [2.6601, -2.0793, -3.2215], [1.3252, -1.8698, -2.8686], [0.5553, -0.2984, -3.1997], [1.7157, 0.8588, -2.4074], [0.9641, 2.1238, -2.1055], [1.3434, 3.2989, -2.7205], [0.6490, 4.4648, -2.4394], [-0.3933, 4.4095, -1.5413], [-0.7276, 3.1929, -0.9535], [-1.8379, 3.2488, 0.0780], [-2.7072, 1.7228, 0.5080], [-2.3259, 1.5250, 2.2432], [-2.3937, 2.6259, 3.0980], [-2.0908, 2.4894, 4.4428], [-1.7477, 1.2312, 4.9336], [-1.7341, 0.1332, 4.0884], [-2.0309, 0.2461, 2.7222], [-2.0378, -1.2187, 1.7345], [-0.0759, 2.0590, -1.2413], [0.5947, -4.9290, -1.6556], [2.9683, -5.2990, -2.2494], [4.2935, -3.4677, -3.2806], [3.2254, -1.2820, -3.6933], [2.5578, 1.0679, -3.0616], [2.0635, 0.3902, -1.4928], [2.1717, 3.2944, -3.4193], [0.9188, 5.4012, -2.9191], [-0.9627, 5.2993, -1.2907], [-2.5923, 3.9495, -0.2714], [-1.4311, 3.6555, 1.0020], [-2.7084, 3.5951, 2.7194], [-2.1440, 3.3480, 5.1020], [-1.5153, 1.1029, 5.9878], [-1.4915, -0.8520, 4.4742], [-2.9997, 1.2041, -3.1411], [-4.1946, -0.3219, -2.3418], [-5.4020, -0.6402, -2.9291], [-6.1226, -1.6773, -2.3531], [-5.6158, -2.3235, -1.2387], [-4.3978, -1.9196, -0.7282], [-3.6880, -0.9224, -1.2779], [-5.7613, -0.1065, -3.7969], [-7.0766, -1.9717, -2.7766], [-6.1546, -3.1328, -0.7652], [-3.9660, -2.3772, 0.1514], [1.2184, 1.6341, 1.7753], [2.0189, 0.4584, 2.0647], [2.5618, 0.4261, 3.4251], [2.0450, -0.6248, 1.2428], [1.1250, -0.8697, 0.3386], [3.0744, -1.5072, 1.4408], [2.9328, -2.8724, 0.9543], [4.4524, -1.0475, 1.6073], [0.4648, 1.7811, 2.5447], [0.7321, 1.5348, 0.8177], [1.8544, 2.5226, 1.7399], [1.7739, 0.7265, 4.1197], [3.4006, 1.1156, 3.5427], [2.8872, -0.5748, 3.6870], [1.4380, -1.6475, -0.2292], [3.2788, -2.9809, -0.0773], [1.8932, -3.1913, 1.0124], [3.5230, -3.5362, 1.5856], [4.4884, 0.0335, 1.7076], [5.0414, -1.3289, 0.7296], [4.9184, -1.4965, 2.4871]]
}

***

Record 2
{
  "formula": "C15H20N2O5S",
  "method": "ωB97M-V/def2-TZVPD",
  "e_homo_ev": -8.1,
  "relative_energy_kj_mol": 146.48,
  "largest_force_ev_per_a": 0.83,
  "mol_weight_g_mol": 340.4,
  "smiles": "CCN(CCO)C(=S)Nc1cc(C(=O)OC)ccc1C(=O)OC",
  "orbital_gap_ha": 0.3020,
  "elements": ["C", "C", "N", "C", "C", "O", "C", "S", "N", "C", "C", "C", "C", "O", "O", "C", "C", "C", "C", "C", "O", "O", "C", "H", "H", "H", "H", "H", "H", "H", "H", "H", "H", "H", "H", "H", "H", "H", "H", "H", "H", "H", "H"],
  "xyz": [[-1.4540, 2.5125, -3.0178], [-1.0093, 1.0507, -2.9854], [0.3660, 0.9116, -2.5431], [1.3708, 0.8043, -3.5763], [1.4479, -0.6215, -4.1311], [0.4005, -0.8012, -5.0649], [0.6919, 0.6278, -1.2725], [2.2427, 0.2640, -0.8059], [-0.3184, 0.7185, -0.3454], [-0.2905, 0.1795, 0.9321], [-0.8578, 0.8908, 1.9821], [-0.8291, 0.3913, 3.2780], [-1.4641, 1.2029, 4.3452], [-2.0481, 2.2418, 4.1516], [-1.3250, 0.6565, 5.5609], [-1.9060, 1.3809, 6.6340], [-0.2091, -0.8283, 3.5393], [0.3302, -1.5524, 2.4947], [0.2775, -1.0781, 1.1878], [0.7281, -1.9609, 0.0758], [0.1549, -2.0762, -0.9841], [1.7764, -2.7034, 0.4351], [2.3084, -3.5632, -0.5588], [-2.4832, 2.5760, -3.3606], [-1.3873, 2.9773, -2.0360], [-0.8277, 3.0819, -3.7002], [-1.0663, 0.6278, -3.9900], [-1.6601, 0.4575, -2.3377], [2.3362, 1.0790, -3.1487], [1.1167, 1.4886, -4.3871], [2.4207, -0.7689, -4.6195], [1.3541, -1.3285, -3.2985], [0.3492, -1.7320, -5.3025], [-1.0286, 1.4195, -0.5019], [-1.3250, 1.8495, 1.8084], [-1.4650, 2.3776, 6.7017], [-2.9826, 1.4846, 6.4831], [-1.6990, 0.8090, 7.5348], [-0.1684, -1.2032, 4.5488], [0.7873, -2.5123, 2.6772], [2.9707, -4.2552, -0.0447], [2.8699, -2.9764, -1.2894], [1.5046, -4.0998, -1.0683]]
}

***

Record 3
{
  "formula": "C42H107N7O15",
  "method": "ωB97M-V/def2-TZVPD",
  "e_homo_ev": [0.9, -6.5],
  "relative_energy_kj_mol": 253.51,
  "total_charge": -1,
  "largest_force_ev_per_a": 3.40,
  "spin_multiplicity": 2,
  "mol_weight_g_mol": 950.4,
  "s2": 0.75,
  "orbital_gap_ha": [0.0473, 0.3159],
  "elements": ["C", "O", "C", "C", "N", "C", "C", "O", "C", "H", "H", "H", "H", "H", "H", "H", "H", "H", "H", "H", "H", "H", "H", "H", "C", "O", "C", "C", "N", "C", "C", "O", "C", "H", "H", "H", "H", "H", "H", "H", "H", "H", "H", "H", "H", "H", "H", "H", "C", "O", "C", "C", "N", "C", "C", "O", "C", "H", "H", "H", "H", "H", "H", "H", "H", "H", "H", "H", "H", "H", "H", "H", "C", "O", "C", "C", "N", "C", "C", "O", "C", "H", "H", "H", "H", "H", "H", "H", "H", "H", "H", "H", "H", "H", "H", "H", "C", "O", "C", "C", "N", "C", "C", "O", "C", "H", "H", "H", "H", "H", "H", "H", "H", "H", "H", "H", "H", "H", "H", "H", "C", "O", "C", "C", "N", "C", "C", "O", "C", "H", "H", "H", "H", "H", "H", "H", "H", "H", "H", "H", "H", "H", "H", "H", "C", "O", "C", "C", "N", "C", "C", "O", "C", "H", "H", "H", "H", "H", "H", "H", "H", "H", "H", "H", "H", "H", "H", "H", "O", "H", "H"],
  "xyz": [[-0.8182, -0.8381, 2.6720], [-0.7833, 0.2713, 3.5946], [-0.8815, 1.5697, 2.9567], [-0.9484, 2.6870, 4.0212], [-2.2284, 2.6492, 4.7065], [-2.6230, 3.8378, 5.3970], [-1.7810, 4.1307, 6.5912], [-2.2466, 3.6515, 7.8163], [-2.1664, 2.2741, 8.0300], [-1.6350, -1.4245, 3.0930], [0.0817, -1.4525, 2.6984], [-1.2751, -0.6023, 1.7109], [-1.6389, 1.6237, 2.1748], [0.0549, 1.6283, 2.4019], [-0.7113, 3.6606, 3.5922], [-0.1500, 2.4710, 4.7311], [-2.5288, 1.7380, 5.0219], [-3.6769, 3.7342, 5.6550], [-2.5278, 4.6917, 4.7264], [-1.9232, 5.2049, 6.7093], [-0.7021, 4.1412, 6.4364], [-1.1720, 1.8357, 8.1149], [-2.8125, 1.7330, 7.3388], [-2.5206, 1.9842, 9.0192], [-2.8067, -1.8968, -0.3615], [-3.3047, -1.5034, 0.9115], [-3.7973, -2.4501, 1.7750], [-4.7115, -1.6845, 2.6860], [-3.9731, -1.0702, 3.8126], [-4.8808, -0.3414, 4.6788], [-5.5336, 0.9492, 4.0536], [-6.4186, 1.3397, 5.1711], [-7.1874, 2.5522, 4.8897], [-1.8254, -2.3712, -0.3736], [-2.8113, -0.9359, -0.8761], [-3.4225, -2.6142, -0.9039], [-2.9875, -2.8866, 2.3597], [-4.3748, -3.2307, 1.2796], [-5.3940, -2.4069, 3.1337], [-5.1944, -0.9630, 2.0269], [-3.1982, -0.5345, 3.4486], [-4.2395, -0.0678, 5.5167], [-5.5773, -1.1357, 4.9474], [-6.0994, 0.8011, 3.1338], [-4.7991, 1.6986, 3.7583], [-7.4326, 2.6721, 3.8344], [-6.6771, 3.4515, 5.2346], [-8.1241, 2.3874, 5.4222], [2.2166, 7.5203, -0.9819], [2.8331, 6.5953, -1.7535], [2.6434, 6.8313, -3.1178], [1.1273, 6.4653, -3.4247], [0.7400, 5.0357, -3.2177], [-0.7228, 4.7288, -3.0847], [-0.9453, 3.2983, -2.5903], [-0.2619, 2.9678, -1.3512], [-0.6624, 1.6715, -0.8878], [1.3065, 7.0959, -0.5581], [2.1575, 8.5574, -1.3122], [2.8311, 7.6872, -0.0972], [3.3262, 6.1492, -3.6245], [2.9979, 7.8260, -3.3880], [0.9699, 6.8373, -4.4371], [0.4646, 7.1677, -2.9192], [1.3865, 4.6233, -2.5604], [-1.2007, 4.7935, -4.0622], [-1.1673, 5.5588, -2.5354], [-0.6826, 2.6793, -3.4482], [-2.0005, 3.0656, -2.4476], [-0.1355, 1.5264, 0.0552], [-0.5124, 0.8362, -1.5719], [-1.7374, 1.6726, -0.7077], [1.6423, 0.6309, -5.9030], [0.5524, -0.0545, -5.4350], [0.8642, -1.1390, -4.5390], [-0.4464, -1.7900, -4.0257], [-1.4450, -0.8345, -3.7061], [-2.7586, -1.4261, -3.6376], [-3.7160, -0.2831, -3.4168], [-4.1640, 0.0210, -4.7482], [-5.4508, 0.4880, -4.7820], [1.2570, 1.6000, -6.2199], [2.1111, 0.2566, -6.8130], [2.4625, 0.7088, -5.1893], [1.3841, -0.6190, -3.7343], [1.4602, -1.9289, -4.9960], [-0.2460, -2.5281, -3.2491], [-0.8143, -2.3213, -4.9035], [-1.3521, -0.3234, -4.5722], [-2.7874, -2.2888, -2.9719], [-2.9572, -1.9230, -4.5872], [-3.4403, 0.5889, -2.8237], [-4.5291, -0.8178, -2.9258], [-6.0042, -0.4459, -4.8805], [-5.8037, 1.0471, -5.6486], [-5.6598, 1.1610, -3.9504], [0.1747, -5.0253, 1.0519], [-0.6835, -6.0217, 0.4601], [-1.6545, -6.3825, 1.4324], [-2.7307, -7.5042, 1.0536], [-3.6871, -7.2482, 0.0317], [-3.1719, -6.9136, -1.2889], [-4.2931, -7.2665, -2.3012], [-5.1738, -6.2082, -2.6444], [-5.9525, -5.6725, -1.5140], [0.5609, -5.5036, 1.9520], [-0.2455, -4.0588, 1.3301], [0.9973, -4.7247, 0.4031], [-2.2138, -5.5007, 1.7450], [-1.0984, -6.7346, 2.3012], [-3.1705, -7.7992, 2.0063], [-2.2842, -8.4343, 0.7019], [-4.1032, -8.1666, -0.0272], [-2.3135, -7.5754, -1.4038], [-3.0181, -5.8347, -1.3131], [-4.8748, -8.1277, -1.9726], [-3.6677, -7.5096, -3.1603], [-5.3615, -5.5628, -0.6047], [-6.7695, -6.3296, -1.2158], [-6.2810, -4.7153, -1.9190], [5.2916, -7.1669, -0.8605], [4.3724, -6.1416, -0.4729], [4.9308, -4.7790, -0.3341], [3.6995, -3.7526, -0.1995], [3.0437, -3.3905, -1.4507], [3.7638, -2.5864, -2.4797], [4.3175, -1.1784, -1.9455], [5.1234, -0.6057, -3.0082], [5.2582, 0.7849, -2.8330], [4.7177, -8.0061, -1.2534], [5.8098, -7.5984, -0.0041], [6.0783, -6.8498, -1.5450], [5.3710, -4.4849, -1.2869], [5.7139, -4.6828, 0.4179], [4.0765, -2.8260, 0.2334], [2.9362, -4.1771, 0.4526], [2.5719, -4.1729, -1.8813], [3.1556, -2.4714, -3.3769], [4.4863, -3.3523, -2.7615], [4.8785, -1.1642, -1.0111], [3.4177, -0.5928, -1.7568], [5.8503, 1.0487, -3.7093], [5.8385, 1.0543, -1.9505], [4.3315, 1.3581, -2.8053], [3.0234, 0.4010, 1.5069], [3.2086, 1.7515, 1.1588], [4.2904, 2.1264, 0.2576], [5.3809, 2.7321, 1.1308], [6.2137, 3.6429, 0.3386], [7.3304, 4.0873, 1.1295], [7.8893, 5.3658, 0.4804], [6.8276, 6.2487, 0.6210], [6.4845, 6.7490, -0.5890], [3.6678, -0.3312, 1.0202], [1.9596, 0.2327, 1.3398], [3.0611, 0.3168, 2.5930], [3.8780, 2.9299, -0.3527], [4.7178, 1.2799, -0.2798], [6.0449, 1.9857, 1.5668], [4.8963, 3.1348, 2.0203], [5.6308, 4.4599, 0.2247], [8.2051, 3.4377, 1.0960], [7.0646, 4.2956, 2.1658], [8.1668, 5.0885, -0.5366], [8.8194, 5.5461, 1.0194], [5.5700, 7.3422, -0.5771], [6.3213, 5.9676, -1.3311], [7.1220, 7.5137, -1.0327], [1.1530, -1.9092, -0.0557], [1.8466, -2.1900, -0.6527], [0.4617, -1.5788, -0.6294]]
}

***

Record 4
{
  "formula": "BrH18O9",
  "method": "ωB97M-V/def2-TZVPD",
  "e_homo_ev": -6.6,
  "relative_energy_kj_mol": 120.20,
  "total_charge": -1,
  "largest_force_ev_per_a": 2.57,
  "mol_weight_g_mol": 242.0,
  "orbital_gap_ha": 0.3547,
  "elements": ["Br", "O", "H", "H", "O", "H", "H", "O", "H", "H", "O", "H", "H", "O", "H", "H", "O", "H", "H", "O", "H", "H", "O", "H", "H", "O", "H", "H"],
  "xyz": [[-18.6540, 10.9480, 8.6830], [-15.0950, 10.9110, 8.8620], [-14.4570, 10.5080, 9.3930], [-15.9710, 10.7100, 9.2110], [-20.3710, 13.6160, 8.7790], [-19.5850, 13.1870, 9.0110], [-20.8330, 13.7890, 9.5890], [-19.7240, 12.2780, 5.7810], [-19.4660, 12.0180, 6.6680], [-20.5880, 11.8870, 5.5740], [-19.7130, 7.7020, 9.1040], [-19.3860, 8.5630, 8.9430], [-20.0980, 7.4050, 8.3130], [-17.5630, 8.4350, 6.7810], [-17.7500, 8.7630, 5.8900], [-18.0900, 9.0800, 7.2230], [-17.3770, 13.9610, 7.4880], [-17.5420, 13.4070, 8.2600], [-18.2270, 14.3480, 7.2360], [-17.0370, 10.9780, 11.8050], [-17.4430, 11.1590, 10.9410], [-17.6140, 10.3360, 12.1500], [-16.5590, 8.5010, 9.9780], [-17.1340, 8.3430, 10.7310], [-17.0670, 9.1260, 9.5120], [-22.0020, 10.4700, 8.6830], [-21.0610, 10.3280, 8.7210], [-22.3000, 9.5900, 8.7420]]
}

***

Record 5
{
  "formula": "C7H15N",
  "method": "ωB97M-V/def2-TZVPD",
  "e_homo_ev": [1.5, -4.5],
  "relative_energy_kj_mol": 74.39,
  "total_charge": -1,
  "largest_force_ev_per_a": 3.28,
  "spin_multiplicity": 2,
  "mol_weight_g_mol": 113.2,
  "s2": 0.75,
  "orbital_gap_ha": [0.0980, 0.3145],
  "elements": ["C", "C", "C", "N", "C", "C", "C", "C", "H", "H", "H", "H", "H", "H", "H", "H", "H", "H", "H", "H", "H", "H", "H"],
  "xyz": [[0.1663, 0.3776, -2.2071], [-0.3714, -0.8843, -2.8429], [-0.5664, 0.8163, -0.9200], [-0.1340, -0.1435, 0.1511], [-1.0851, -0.3186, 1.2814], [-0.2953, -0.1695, 2.5807], [1.1462, 0.1566, 2.1740], [1.2239, 0.1403, 0.6484], [0.0449, 1.2234, -2.9129], [1.2137, 0.3731, -1.9322], [-0.3853, -1.6898, -2.1118], [0.1741, -1.0623, -3.7783], [-1.3867, -0.7477, -3.2337], [-1.6190, 0.5419, -0.9813], [-0.1389, 1.8021, -0.6899], [-1.5151, -1.3102, 1.0476], [-1.9560, 0.3438, 1.2002], [-0.4080, -1.1180, 3.1200], [-0.7819, 0.5556, 3.2372], [1.8028, -0.4971, 2.7597], [1.3741, 1.1189, 2.6556], [1.5823, 1.1478, 0.3913], [1.9146, -0.6568, 0.3631]]
}

***

Record 6
{
  "formula": "C3H5N3OS",
  "method": "ωB97M-V/def2-TZVPD",
  "e_homo_ev": -9.0,
  "relative_energy_kj_mol": 351.05,
  "largest_force_ev_per_a": 1.13,
  "mol_weight_g_mol": 131.2,
  "smiles": "[H]/N=C1/C=NSCON1",
  "orbital_gap_ha": 0.3378,
  "elements": ["H", "N", "C", "C", "N", "S", "C", "O", "N", "H", "H", "H", "H"],
  "xyz": [[2.8899, -0.4081, -0.4314], [2.4366, 0.4576, -0.1827], [1.1725, 0.3024, -0.1179], [0.3882, 1.5392, 0.2457], [-0.8253, 1.7971, 0.4991], [-2.2073, 0.8834, 0.4907], [-1.7456, -0.8429, 0.1471], [-0.7407, -0.9068, -0.8385], [0.5175, -0.9344, -0.2194], [1.1013, 2.3978, 0.3302], [-2.6438, -1.3302, -0.2519], [-1.3944, -1.3173, 1.0849], [1.0509, -1.6379, -0.7559]]
}